Here is C20H21AsBN8O5Rh as an isolated structure from the Open Molecules 2025 dataset. Energies are from ωB97M-V with the def2-TZVPD basis set.

Structure (ORCA input):
```
! wB97M-V def2-TZVPD RIJCOSX def2/J DEFGRID3
* xyz 1 2
Rh 0.948 -0.254 -1.199
C -2.640 1.650 -0.651
C -1.282 1.660 -0.933
N -0.855 0.407 -1.073
N -1.909 -0.429 -0.869
C -2.994 0.312 -0.613
B -1.607 -1.951 -0.851
N -0.617 -2.151 0.342
C -0.765 -2.749 1.533
C 0.383 -2.535 2.275
C 1.200 -1.760 1.454
N 0.581 -1.545 0.295
N -0.853 -2.266 -2.174
C -1.189 -3.063 -3.203
C -0.208 -2.965 -4.170
C 0.718 -2.058 -3.656
N 0.313 -1.659 -2.455
N -2.786 -2.856 -0.698
C -2.745 -4.214 -0.580
C -4.034 -4.668 -0.568
C -4.816 -3.500 -0.691
N -4.069 -2.417 -0.772
H -3.281 2.501 -0.508
H -0.615 2.494 -1.067
H -3.941 -0.175 -0.457
H -1.668 -3.289 1.770
H 0.597 -2.895 3.266
H 2.191 -1.371 1.624
H -2.102 -3.634 -3.188
H -0.171 -3.474 -5.116
H 1.626 -1.670 -4.089
H -1.808 -4.747 -0.518
H -4.371 -5.687 -0.484
H -5.891 -3.408 -0.720
O 2.980 5.461 -1.733
C 2.615 4.331 -1.650
C 2.262 3.389 -2.812
O 2.274 3.661 -3.974
C 1.890 2.105 -2.140
C 1.995 2.218 -0.762
O 1.705 1.189 0.020
C 2.367 3.536 -0.364
O 2.459 3.988 0.782
O 1.473 1.016 -2.674
C 0.812 1.370 3.711
As 1.772 2.652 2.591
C 3.601 2.075 2.716
C 1.680 4.285 3.613
H 1.133 1.571 4.735
H 1.073 0.355 3.423
H -0.263 1.509 3.627
H 3.788 1.736 3.734
H 4.250 2.911 2.468
H 3.786 1.260 2.019
H 2.334 4.178 4.479
H 0.658 4.459 3.941
H 2.018 5.113 2.998
*
```

Output
molecular weight = 642.08 g mol⁻¹
LUMO (alpha / beta) = -4.27 / -4.72 eV
expectation value of S² = 0.753
F_max = 0.77 eV/Å
HOMO level (alpha / beta) = -11.32 / -11.45 eV
calculated total energy = -3959.982538 Ha
energy relative to the best compared isomer or geometry (same formula, charge and spin) = 10.3 kcal per mole

***

Here is a 2-piece molecular cluster, C7H16NO overall from the Open Molecules 2025 dataset. Energies are from ωB97M-V with the def2-TZVPD basis set.

Structure (ORCA input):
```
! wB97M-V def2-TZVPD RIJCOSX def2/J DEFGRID3
* xyz 1 1
C -1.563 0.013 0.120
C -2.997 -1.800 0.500
C -1.611 -1.633 -1.623
C 2.383 -0.087 0.613
C 1.748 2.292 0.808
C -2.451 -0.947 -0.574
C 2.655 1.262 0.299
N 3.841 1.654 -0.257
O -0.412 0.215 -0.012
H -3.843 -1.482 1.141
H -2.353 -2.151 1.395
H -3.352 -2.820 -0.015
H -1.134 -2.390 -1.033
H -2.338 -2.234 -2.243
H -0.945 -1.002 -2.119
H 2.931 -0.189 1.555
H 2.918 -0.919 -0.053
H 1.359 -0.383 0.780
H 2.221 3.211 0.796
H 0.906 2.308 0.078
H 1.390 1.998 1.755
H -3.321 -0.382 -1.138
H -2.045 0.715 0.828
H 4.211 2.535 0.006
H 4.499 0.966 -0.647
*
```

Output
molecular weight = 130.21 g mol⁻¹
LUMO = -4.39 eV
F_max = 5.27 eV/Å
HOMO level = -12.87 eV
calculated total energy = -406.005276 Ha
energy relative to the best compared isomer or geometry (same formula, charge and spin) = 43.4 kcal per mole

***

Here is a single C5H6N2S molecule from the Open Molecules 2025 dataset. Energies are from ωB97M-V with the def2-TZVPD basis set.

Structure (ORCA input):
```
! wB97M-V def2-TZVPD RIJCOSX def2/J DEFGRID3
* xyz 0 1
C 4.083 -1.020 -0.064
C 0.319 1.000 -0.196
C 1.401 1.877 -0.039
C 2.999 -0.256 -0.214
C -0.909 -1.082 0.176
N 5.048 -1.626 0.029
N 0.281 -0.268 0.000
S 3.027 1.415 0.034
H -0.682 1.650 -0.332
H 1.139 2.844 -0.294
H 2.160 -0.832 -0.521
H -1.282 -1.318 -0.911
H -0.702 -1.952 0.636
H -1.557 -0.439 0.711
*
```

Output
molecular weight = 126.18 g mol⁻¹
LUMO (alpha / beta) = -1.31 / -1.17 eV
F_max = 5.86 eV/Å
HOMO level (alpha / beta) = -8.36 / -8.40 eV
calculated total energy = -701.674986 Ha
energy relative to the best compared isomer or geometry (same formula, charge and spin) = 102.9 kcal per mole

***

Q: Which of these has the highest energy relative to the best compared isomer or geometry (same formula, charge and spin)?
A: C5H6N2S